A single C5H9N3 molecule in a non-equilibrium geometry, computed with ωB97M-V with the def2-TZVPD basis set.

Each line ends with the Löwdin charge.
Element x y z (Å)
H 1.40049 -0.77551 -2.65611  0.032
N 1.87515 -0.56412 -1.78506  0.127
C 0.88839 -0.10012 -1.09667  -0.489
N -0.42822 -0.18288 -1.45530  -0.039
N -1.41426 0.50008 -0.65394  -0.073
C -1.29210 0.40636 0.96820  -0.123
C -0.16844 -0.44657 0.84979  -0.310
C 1.16111 -0.25653 1.64662  -0.033
C 0.97299 0.49781 0.26421  -0.145
H -0.83685 0.08243 -2.29763  0.115
H -2.41879 0.22323 -0.95226  0.137
H -2.21056 -0.10977 1.04222  0.083
H -1.22718 1.40392 1.47104  0.135
H -0.26359 -1.43797 0.19868  0.194
H 1.22363 0.23599 2.68479  0.116
H 2.02468 -1.05656 1.44424  0.134
H 0.71355 1.58020 0.32718  0.140

Forces on the atoms, in the same order (eV/Å):
H 0.5 -0.9 -0.8
N -1.3 0.9 0.3
C 3.1 0.6 0.0
N -2.1 -0.1 0.8
N -3.1 2.2 1.2
C -1.8 0.1 -3.7
C 4.6 -1.9 2.4
C 1.6 -1.4 -2.0
C -1.4 -0.8 1.9
H 0.8 0.1 -2.5
H 2.6 0.1 0.5
H -1.2 -0.3 1.6
H 0.1 -1.0 -0.6
H 0.0 2.3 2.2
H -0.2 -0.4 -2.2
H -2.4 1.4 1.0
H 0.1 -1.1 -0.2

Its frontier orbital gap is 8.74 eV. The largest force on an atom is 5.56 eV Å⁻¹. As for the energy relative to the best compared isomer or geometry (same formula, charge and spin): 6.318 eV. As for the total energy: -9795.1493 eV. The calculation puts the HOMO energy at -7.770 eV. The SMILES is [H]/N=C1\NNC[C@@H]2C[C@@H]12.

A 5-piece molecular cluster, C35H84N2O19P5S overall in a non-equilibrium geometry, computed with ωB97M-V with the def2-TZVPD basis set.

Each line ends with the Löwdin charge.
Element x y z (Å)
C -2.50481 0.72896 3.06694  -0.083
C -4.02249 0.78386 3.16470  -0.282
N -4.68138 0.30767 1.93980  -0.026
C -5.87380 1.07879 1.56854  -0.481
P -6.49013 0.22497 0.03531  0.253
O -5.16206 -0.14219 -0.82009  -0.214
O -7.30570 1.23496 -0.89375  -0.188
S -7.41678 -1.43018 0.38428  0.330
C -5.48444 2.53942 1.12774  -0.077
C -6.33726 3.65738 1.75789  -0.472
C -6.14911 4.91161 0.87018  -0.034
C -5.83622 4.09637 3.14536  -0.021
N -7.78101 3.35693 1.75930  -0.112
O -8.34621 3.50955 0.61966  -0.004
C -8.13516 2.08892 2.46415  -0.450
C -8.60931 2.49118 3.88451  -0.031
C -9.36571 1.42632 1.83222  -0.040
C -6.94770 1.10158 2.65560  -0.102
H -2.15111 -0.22538 2.68271  0.078
H -2.10022 1.58026 2.51680  0.071
H -2.11838 0.83552 4.08249  0.075
H -4.30789 0.10245 3.97178  0.115
H -4.32941 1.77867 3.49757  0.092
H -4.00404 0.45791 1.20013  0.088
H -4.87675 0.69831 -1.21475  0.078
H -8.10733 0.75398 -1.14550  0.071
H -4.44668 2.78880 1.35866  0.127
H -5.57229 2.66321 0.04522  0.093
H -5.18443 5.37669 1.06708  0.082
H -6.94191 5.63426 1.05424  0.092
H -6.19980 4.64065 -0.18167  0.079
H -6.58970 4.79240 3.52415  0.097
H -5.81055 3.28110 3.86319  0.056
H -4.90187 4.64323 3.07797  0.087
H -9.12228 1.66576 4.37559  0.090
H -9.22857 3.38535 3.84114  0.094
H -7.76739 2.73752 4.53364  0.066
H -9.62901 0.60648 2.49911  0.090
H -9.19262 1.06643 0.82832  0.042
H -10.19550 2.12882 1.88144  0.092
H -7.39100 0.10705 2.73260  0.095
H -6.52028 1.29399 3.63744  0.102
O 1.60586 4.93854 -1.80962  -0.219
P 1.50422 4.87928 -0.33798  0.505
O 1.97674 3.39792 0.12123  -0.191
C 3.25199 2.91242 -0.29086  -0.284
C 4.38425 3.58362 0.46458  -0.072
O -0.08962 4.75785 -0.06175  -0.202
C -1.04972 4.95109 -1.09738  -0.288
C -1.47994 3.61989 -1.67549  -0.074
O 1.71280 5.62315 1.10005  -0.177
C 2.53309 6.80566 1.18816  -0.265
C 2.15369 7.85461 0.16173  -0.081
H 3.37683 3.03938 -1.36952  0.111
H 3.25933 1.84187 -0.08510  0.112
H 4.48006 4.63256 0.16646  0.063
H 5.33385 3.08974 0.25688  0.079
H 4.19730 3.56042 1.53836  0.086
H -0.67053 5.61505 -1.87288  0.106
H -1.90767 5.44888 -0.64016  0.113
H -0.62934 3.07216 -2.08152  0.077
H -2.21742 3.76019 -2.46795  0.076
H -1.91941 2.99419 -0.89552  0.065
H 3.58634 6.53030 1.08598  0.102
H 2.39792 7.20098 2.19357  0.120
H 2.39728 7.52234 -0.85270  0.071
H 2.68942 8.78519 0.34657  0.082
H 1.08145 8.05198 0.19285  0.086
O -3.96758 -4.56549 -6.01937  -0.223
P -5.04775 -3.56604 -5.88968  0.503
O -5.89500 -3.93106 -4.56102  -0.187
C -5.21231 -4.06510 -3.31446  -0.274
C -4.77445 -2.72306 -2.76048  -0.085
O -6.11394 -3.99254 -7.03346  -0.201
C -5.80451 -4.96875 -8.02628  -0.291
C -6.34195 -6.32689 -7.62764  -0.075
O -5.51842 -2.00364 -6.01704  -0.177
C -4.53252 -0.95817 -6.08749  -0.272
C -3.47694 -1.22171 -7.14370  -0.082
H -4.35699 -4.73729 -3.42227  0.110
H -5.91359 -4.53769 -2.62764  0.120
H -3.96847 -2.29937 -3.37153  0.064
H -4.40345 -2.82562 -1.74126  0.080
H -5.60077 -2.01429 -2.76494  0.072
H -4.73342 -5.00833 -8.22058  0.103
H -6.28705 -4.63923 -8.94873  0.115
H -5.92249 -6.64835 -6.67418  0.076
H -6.10711 -7.07470 -8.38677  0.075
H -7.42468 -6.28244 -7.50364  0.077
H -4.06908 -0.82378 -5.10548  0.100
H -5.07123 -0.04053 -6.32010  0.119
H -2.84293 -2.07004 -6.86659  0.071
H -2.83405 -0.35091 -7.27139  0.080
H -3.94294 -1.46034 -8.10046  0.086
O 6.06172 -3.31524 -3.10917  -0.210
P 5.43928 -3.07229 -1.78187  0.580
O 5.56015 -1.42218 -1.76145  -0.229
C 4.98882 -0.65857 -2.81343  -0.295
C 3.47377 -0.61519 -2.72443  -0.078
O 6.59691 -3.44125 -0.71486  -0.212
C 7.71785 -4.26279 -1.05144  -0.278
C 8.91792 -3.40838 -1.39903  -0.069
O 4.37368 -2.94669 -0.51096  -0.212
C 3.07538 -3.56165 -0.60077  -0.275
C 3.15259 -5.01318 -1.02854  -0.081
H 5.30743 -1.04750 -3.78392  0.108
H 5.39339 0.35005 -2.71812  0.114
H 3.04349 -1.59551 -2.95409  0.064
H 3.06507 0.10373 -3.43531  0.080
H 3.15568 -0.34167 -1.71764  0.072
H 7.47363 -4.95309 -1.85816  0.107
H 7.94040 -4.86524 -0.16886  0.117
H 8.69859 -2.74851 -2.23854  0.077
H 9.77550 -4.03177 -1.65462  0.079
H 9.18697 -2.77374 -0.55308  0.072
H 2.44466 -2.99124 -1.28808  0.100
H 2.62642 -3.48849 0.38932  0.122
H 3.48713 -5.10100 -2.06956  0.076
H 2.17705 -5.49197 -0.95028  0.083
H 3.86458 -5.55904 -0.40830  0.086
O 8.78900 -3.28574 4.53572  -0.222
P 8.26445 -1.91623 4.70982  0.505
O 9.51230 -0.97374 5.14418  -0.192
C 10.67924 -0.94437 4.32767  -0.284
C 10.45097 -0.17622 3.03832  -0.075
O 7.45924 -1.98119 6.11539  -0.201
C 7.18581 -3.21859 6.76968  -0.291
C 8.21688 -3.49680 7.84304  -0.075
O 7.27932 -0.72791 4.18096  -0.176
C 6.73452 -0.79368 2.84603  -0.259
C 6.08505 -2.12742 2.54583  -0.071
H 11.01948 -1.96133 4.11612  0.110
H 11.45547 -0.45665 4.91707  0.118
H 9.77480 -0.72509 2.37511  0.058
H 11.39072 -0.02598 2.50617  0.079
H 9.99820 0.79404 3.24347  0.085
H 7.12756 -4.03843 6.05483  0.104
H 6.19878 -3.11856 7.22592  0.115
H 9.22055 -3.53641 7.41940  0.075
H 8.00815 -4.44274 8.34529  0.075
H 8.21289 -2.69809 8.58593  0.077
H 7.52220 -0.58024 2.11803  0.103
H 5.99918 0.00634 2.77033  0.118
H 6.82886 -2.92915 2.49312  0.072
H 5.55792 -2.09169 1.58479  0.068
H 5.37354 -2.39518 3.32948  0.088

Forces on the atoms, in the same order (eV/Å):
C -0.2 0.4 0.5
C 0.0 -0.8 0.6
N 0.1 0.5 0.2
C 0.4 1.3 -1.0
P -0.1 -2.5 0.8
O -0.1 1.4 0.1
O 0.3 0.3 0.2
S -0.2 0.2 0.0
C -0.6 0.0 0.3
C 1.1 1.9 -0.5
C -0.2 -0.2 -0.1
C -1.3 -0.2 0.1
N 0.7 -1.7 -0.8
O -0.2 0.4 0.1
C -0.9 0.0 1.4
C 0.6 0.2 0.2
C 0.3 0.3 0.4
C -0.4 -0.2 -0.2
H 0.0 0.0 -0.2
H 0.0 -0.2 -0.3
H 0.1 -0.1 0.0
H -0.1 0.1 0.0
H 0.0 0.1 -0.3
H -0.1 -0.3 -0.2
H 0.4 -0.2 -0.3
H -0.1 0.2 -0.2
H 0.1 -0.3 0.2
H -0.1 -0.1 0.0
H 0.0 0.0 0.0
H 0.0 0.1 0.1
H -0.1 0.1 -0.1
H 0.1 0.1 0.1
H 0.4 0.0 0.1
H 0.2 -0.3 0.0
H -0.2 0.0 -0.1
H -0.3 -0.2 0.0
H 0.0 0.1 0.0
H 0.0 -0.2 -0.2
H -0.2 0.0 -0.1
H 0.0 0.0 -0.4
H 0.1 -0.1 0.0
H 0.4 0.1 -0.2
O 1.9 2.0 0.4
P -4.1 -3.8 1.4
O 0.2 0.7 -0.1
C 0.4 -0.2 0.0
C -0.1 0.2 0.0
O 0.3 0.4 0.1
C -0.3 -0.2 -0.1
C 0.0 -0.2 0.0
O 1.5 1.1 -1.9
C 0.2 0.3 0.1
C -0.1 -0.1 -0.2
H -0.1 0.1 0.0
H -0.2 0.0 0.1
H 0.0 0.0 0.0
H 0.0 0.0 0.0
H 0.0 -0.1 0.0
H 0.2 -0.1 0.0
H 0.1 0.0 0.1
H 0.0 0.1 -0.1
H 0.0 0.0 0.0
H 0.0 0.0 0.0
H 0.0 0.0 0.0
H -0.1 -0.2 0.0
H 0.0 0.0 0.1
H 0.0 0.0 0.0
H 0.0 0.1 0.1
O 1.8 2.2 0.3
P -5.1 -2.7 -0.7
O 0.5 0.4 -0.3
C 0.1 0.0 0.4
C 0.1 0.0 -0.3
O 0.3 0.4 0.0
C -0.1 -0.3 -0.1
C -0.1 0.0 0.2
O 2.6 -0.2 0.3
C 0.2 0.3 0.0
C 0.1 -0.2 0.0
H 0.0 0.0 -0.1
H -0.1 0.0 -0.1
H 0.0 0.0 0.1
H 0.0 0.0 0.0
H 0.0 -0.1 0.1
H 0.0 0.0 0.2
H -0.1 0.1 0.1
H 0.1 0.0 0.0
H 0.0 0.0 0.0
H 0.0 0.0 -0.1
H 0.0 0.0 0.0
H -0.2 -0.1 0.0
H 0.0 0.1 0.0
H 0.0 0.0 0.0
H 0.0 0.1 0.0
O -2.6 -2.4 -0.6
P 4.8 5.3 3.0
O -0.2 -0.1 -0.1
C 0.0 0.1 -0.1
C 0.0 -0.1 0.0
O -0.5 -0.8 -0.2
C 0.5 0.0 0.0
C 0.0 0.2 0.0
O -1.6 -2.2 -2.1
C -0.3 -0.1 0.2
C 0.2 0.0 -0.1
H 0.0 0.0 0.0
H 0.1 0.0 0.1
H 0.0 0.0 -0.1
H 0.0 0.0 0.0
H 0.0 0.1 0.0
H -0.1 0.1 -0.1
H -0.1 0.1 0.1
H 0.0 -0.1 -0.1
H 0.0 0.0 0.0
H 0.0 -0.1 0.0
H 0.0 0.0 0.0
H 0.2 0.1 0.0
H -0.1 0.0 0.0
H 0.0 0.0 0.0
H -0.1 0.0 0.1
O -0.7 0.2 -2.7
P 0.4 1.5 5.6
O -0.4 -0.2 -0.5
C 0.3 0.1 -0.2
C -0.2 -0.1 0.0
O -0.2 0.1 -0.4
C 0.1 -0.1 0.3
C 0.1 0.1 0.0
O 0.6 -1.7 -1.9
C -0.2 0.0 -0.4
C -0.1 -0.2 -0.1
H -0.1 0.0 0.0
H -0.1 0.0 0.1
H 0.1 0.0 0.0
H 0.0 0.0 0.0
H 0.1 0.0 0.0
H 0.1 0.0 -0.1
H 0.0 0.1 -0.1
H 0.0 -0.1 -0.1
H 0.0 0.0 0.0
H -0.1 0.0 0.0
H 0.0 0.0 0.0
H 0.1 0.1 0.2
H 0.0 0.1 -0.1
H 0.2 0.0 0.2
H -0.1 0.1 0.0

Its frontier orbital gap (alpha / beta) is 8.10 / 8.42 eV. The largest force on an atom is 7.77 eV Å⁻¹. As for the expectation value of S²: 0.754. As for the spin multiplicity: 2. As for the total energy: -136824.8306 eV. The calculation puts the HOMO energy (alpha / beta) at -8.567 / -8.894 eV.

A 2-piece molecular cluster, C32H39BO4 overall in a non-equilibrium geometry, computed with ωB97M-V with the def2-TZVPD basis set.

Each line ends with the Löwdin charge.
Element x y z (Å)
C -1.50735 3.86462 0.13599  -0.029
C -2.83525 3.12183 0.03269  -0.481
C -3.66239 3.80525 -1.05128  -0.022
O -2.60801 1.77584 -0.34627  0.049
B -2.58937 1.01432 0.88469  -0.824
C -3.81745 -0.11444 0.92666  -0.137
C -4.35047 -0.50023 2.15039  -0.052
C -5.41478 -1.41550 2.19223  -0.096
C -5.94988 -1.92436 1.00440  -0.122
C -5.41549 -1.51289 -0.22195  -0.099
C -4.34544 -0.60485 -0.25621  -0.078
C -1.14464 0.13109 0.90935  -0.180
C -1.22491 -1.22422 0.31375  -0.066
C -0.01401 0.63318 1.40072  -0.007
O -2.86473 1.86761 2.02914  0.038
C -3.54303 2.97464 1.48143  -0.488
C -3.37801 4.15086 2.43166  -0.022
C -5.04149 2.70703 1.33489  -0.016
H -1.68241 4.93804 0.29157  0.085
H -0.88907 3.47742 0.95612  0.074
H -0.95322 3.74369 -0.80302  0.080
H -3.88961 4.83993 -0.75873  0.086
H -3.07503 3.84069 -1.97885  0.084
H -4.59720 3.27364 -1.25833  0.084
H -3.95045 -0.09470 3.07856  0.114
H -5.81653 -1.70341 3.16608  0.090
H -6.79050 -2.61980 1.03355  0.087
H -5.82251 -1.88027 -1.16492  0.088
H -3.90267 -0.31549 -1.21106  0.108
H -1.76721 -1.15753 -0.63847  0.086
H -0.22314 -1.62361 0.11897  0.043
H -1.77153 -1.92015 0.96370  0.101
H 0.83480 -0.02258 1.60092  0.063
H 0.01316 1.63195 1.83163  0.069
H -3.81494 5.05398 1.98971  0.085
H -3.91819 3.92885 3.35820  0.087
H -2.32768 4.32337 2.67486  0.079
H -5.55794 3.62932 1.02890  0.086
H -5.25544 1.91806 0.60251  0.088
H -5.44790 2.39605 2.30580  0.096
C 6.09601 3.93100 2.06621  -0.051
O 4.75456 4.12314 1.55648  -0.066
C 4.12027 3.05598 1.00492  -0.235
C 2.89153 3.30695 0.33286  0.031
C 2.16228 2.25577 -0.16979  0.001
C 2.63589 0.91402 -0.09173  -0.222
C 1.82742 -0.17068 -0.55154  0.019
C 2.34778 -1.44993 -0.79476  -0.063
C 1.77357 -2.35599 -1.67989  0.030
C 2.37240 -3.57578 -2.11350  -0.208
C 1.66589 -4.44907 -2.99479  -0.006
C 2.20773 -5.63296 -3.42673  0.013
C 3.50956 -6.01126 -3.00501  -0.243
O 3.96763 -7.19880 -3.47345  -0.071
C 5.24348 -7.68516 -3.00311  -0.050
C 4.24213 -5.16424 -2.13223  0.000
C 3.68182 -3.96962 -1.71286  0.001
C 3.90387 0.69961 0.50932  0.002
C 4.62263 1.73446 1.07698  -0.002
H 6.40624 4.92935 2.37683  0.096
H 6.10108 3.24543 2.92579  0.096
H 6.76806 3.55166 1.28254  0.100
H 2.53151 4.33199 0.26699  0.129
H 1.19232 2.43743 -0.63711  0.122
H 0.82657 0.05789 -0.91182  0.125
H 3.26743 -1.73632 -0.28349  0.094
H 0.80059 -2.10302 -2.11268  0.135
H 0.66609 -4.16332 -3.32031  0.125
H 1.67915 -6.30685 -4.10374  0.129
H 5.33425 -8.66415 -3.47032  0.095
H 6.05832 -7.02094 -3.32670  0.098
H 5.25670 -7.77923 -1.90682  0.100
H 5.25090 -5.45009 -1.81419  0.110
H 4.26316 -3.31835 -1.06349  0.111
H 4.32101 -0.30701 0.56288  0.111
H 5.56209 1.53089 1.59833  0.109

Forces on the atoms, in the same order (eV/Å):
C 0.2 0.2 0.2
C -0.5 0.1 0.4
C -0.2 0.1 0.1
O -0.2 1.0 -0.1
B -0.1 -2.8 0.4
C 1.0 0.9 -0.3
C -0.8 -0.9 -0.1
C 0.3 0.3 0.0
C 0.0 0.2 -0.1
C 0.2 0.2 0.0
C -0.8 -1.0 0.2
C -1.0 1.2 0.5
C 0.4 -0.4 -0.2
C -0.3 -0.5 0.6
O 0.8 0.9 -0.2
C 0.3 0.4 -0.7
C 0.0 0.2 -0.2
C -0.3 0.0 -0.2
H 0.1 -0.2 0.0
H -0.2 0.1 -0.1
H -0.1 0.0 0.1
H 0.0 -0.2 -0.1
H -0.1 0.0 0.2
H 0.2 0.1 0.1
H 0.0 0.0 -0.2
H 0.0 -0.1 -0.3
H 0.2 0.2 0.0
H 0.0 0.0 0.3
H -0.2 0.1 0.2
H 0.0 -0.2 0.1
H -0.1 -0.3 0.1
H 0.0 0.2 -0.2
H 0.2 0.1 0.0
H 0.1 -0.1 0.0
H 0.1 0.0 0.1
H 0.1 0.0 -0.1
H -0.1 0.0 0.0
H 0.1 -0.2 0.0
H 0.0 0.2 0.2
H 0.1 0.0 -0.2
C -0.4 0.1 -0.1
O 0.1 -0.8 -0.4
C 0.0 -0.1 0.0
C 0.5 -0.1 0.4
C -0.1 -0.3 0.0
C 0.4 0.3 0.5
C 0.5 0.3 -1.0
C -0.3 -0.9 0.1
C 0.1 1.0 0.7
C 0.6 -1.0 -0.3
C 0.1 0.5 0.4
C 0.7 -0.4 0.0
C -0.1 0.1 0.2
O 0.1 0.6 0.5
C -0.3 0.3 -0.1
C -0.1 -0.4 -0.4
C -0.5 0.0 -0.2
C -0.3 0.0 -0.1
C 0.0 0.4 0.0
H 0.0 -0.2 0.0
H 0.0 0.2 -0.2
H -0.2 0.1 0.2
H 0.1 -0.2 0.0
H 0.2 0.0 0.2
H 0.2 0.1 -0.1
H -0.2 0.1 -0.4
H 0.2 0.0 0.1
H 0.2 -0.1 0.1
H 0.1 0.3 0.3
H 0.1 0.1 0.1
H -0.2 -0.2 0.0
H -0.1 0.0 -0.3
H -0.5 0.2 -0.1
H -0.1 -0.2 -0.2
H -0.1 0.3 0.1
H -0.4 0.0 -0.3

Its frontier orbital gap is 3.82 eV. The largest force on an atom is 2.82 eV Å⁻¹. As for the energy relative to the best compared isomer or geometry (same formula, charge and spin): 0.030 eV. As for the total energy: -42680.6822 eV. The calculation puts the HOMO energy at -6.533 eV.

A 2-piece molecular cluster, CH5FOSi overall in a non-equilibrium geometry, computed with ωB97M-V with the def2-TZVPD basis set.

Each line ends with the Löwdin charge.
Element x y z (Å)
C -1.33391 0.79498 -1.07667  -0.150
O 1.57371 -2.36546 1.20820  -0.448
F -0.65203 1.91829 -0.69645  -0.131
Si 0.24003 -1.50401 1.58835  0.632
H -1.47830 1.11131 -2.25648  0.138
H -2.18697 0.60400 -0.51493  0.039
H 2.39801 -2.51577 1.78888  0.085
H 0.51300 -1.02596 3.11087  -0.168
H -0.68529 -0.07649 -0.92425  0.002

Forces on the atoms, in the same order (eV/Å):
C 1.8 0.7 -4.6
O 2.5 -0.6 1.3
F 0.4 0.7 1.4
Si -0.4 0.5 0.9
H -0.4 -1.8 2.8
H -1.9 0.3 0.8
H -2.1 0.5 -1.3
H 0.1 -0.4 -0.9
H 0.0 0.2 -0.5

Its frontier orbital gap is 8.47 eV. The largest force on an atom is 4.97 eV Å⁻¹. As for the energy relative to the best compared isomer or geometry (same formula, charge and spin): 1.389 eV. As for the total energy: -13758.9328 eV. The calculation puts the HOMO energy at -8.686 eV.

What is the formula in the first record? C5H9N3

Look up the total energy of the third one. -42680.6822 eV

Which formula does entry 3 have? C32H39BO4

What is the total energy in the fourth record? -13758.9328 eV